{
  "formula": "C28H46BN6RhS",
  "method": "ωB97M-V/def2-TZVPD",
  "species": ["H", "H", "C", "H", "C", "H", "H", "C", "C", "H", "H", "C", "C", "H", "C", "H", "H", "H", "C", "B", "Rh", "C", "C", "N", "H", "H", "H", "H", "C", "H", "H", "H", "H", "H", "C", "H", "H", "N", "H", "H", "N", "C", "C", "N", "C", "H", "C", "H", "C", "C", "C", "H", "C", "H", "H", "C", "C", "H", "N", "H", "H", "N", "C", "H", "H", "H", "H", "H", "C", "H", "C", "C", "H", "H", "H", "C", "H", "H", "C", "H", "H", "H", "S"],
  "positions_angstrom": [[0.09658, 3.72908, -3.15172], [0.44180, -1.20751, -1.79777], [1.39044, 1.15381, -4.64598], [1.76532, 3.80200, 1.08696], [0.16660, 4.44037, -0.23760], [-3.27988, -1.51436, 3.62549], [0.86352, 5.21743, 1.64589], [-4.00124, -0.34394, 1.94622], [1.26337, -1.22653, 4.63945], [-4.14737, 0.71400, 1.71817], [3.65620, -2.13838, -2.71927], [0.02033, 1.59648, -2.61023], [0.07208, 3.15788, -1.01725], [-1.40113, -0.58140, -3.52398], [1.63216, 0.01324, 3.81758], [1.95956, -2.36492, -2.33270], [1.97884, -2.03319, 4.48370], [-5.79692, -0.96123, 0.87809], [1.73311, -0.35209, 2.36610], [0.13218, -0.50176, -0.91534], [-0.80339, 1.34718, 1.37138], [2.83608, -1.76116, -2.10849], [-0.52601, -0.40073, -4.14885], [-1.91311, -0.20978, 0.54540], [1.74143, 2.18508, -4.63116], [1.02555, 6.40750, -0.47291], [5.34467, -1.78576, -1.19895], [-0.37436, 0.84942, 3.85993], [-0.10671, -3.93117, -0.43181], [-2.07335, -2.91560, -3.12618], [-5.23405, -2.13090, 2.08314], [-2.17276, -4.15588, -0.90341], [1.34591, 0.82297, -5.68376], [2.00435, 5.11472, -1.17587], [3.25527, -1.83281, -0.64393], [4.68628, -0.20345, -0.77112], [-1.15234, -4.41479, -3.01198], [0.78932, -0.06163, 1.46760], [2.62937, 0.34278, 4.12209], [-2.46193, 0.04458, 3.44944], [-1.23179, -1.00262, -0.33778], [4.67745, -1.26432, -0.51348], [-1.87212, -2.17360, -0.46021], [0.01476, 1.94315, -0.43863], [-3.42176, -0.46432, 3.36018], [5.08109, -1.37188, 0.49058], [-1.22348, -3.39309, -2.63893], [0.27360, -1.59027, 4.35401], [2.37641, -1.16611, 0.39335], [-2.39060, 2.42489, 2.14485], [-5.34215, -1.06703, 1.86323], [0.14334, 3.63929, 1.80591], [0.06389, 2.97277, -2.38684], [-0.84964, 4.83400, -0.12502], [-0.25646, -4.05753, 0.64111], [-3.04121, -2.10532, 0.30976], [2.74531, -1.05319, 1.73082], [-0.31654, -2.87110, -2.93202], [-0.00583, 0.98128, -1.41095], [-0.81071, -0.56954, -5.18743], [0.18558, -4.89372, -0.85231], [1.17105, -0.57051, 0.25250], [-1.38279, -3.43322, -1.12064], [-4.10316, -0.01489, 4.08213], [-3.77455, -2.88669, 0.40615], [3.64634, -1.42606, 2.18576], [3.29489, -2.88930, -0.35632], [2.12534, 0.53592, -4.12873], [0.00741, 1.01507, -3.99770], [-6.02861, -0.65148, 2.59985], [0.98316, 5.46899, -1.02421], [0.65674, 1.15182, 4.08439], [-0.66939, 1.68213, -4.54019], [0.66509, 1.42506, 5.13949], [0.54528, 5.67898, -1.99914], [-3.03086, -0.88591, 0.94433], [0.71630, -3.23235, -0.58159], [1.24483, -0.98562, 5.70229], [0.77154, 4.25067, 1.15124], [0.90862, 2.05111, 3.51552], [2.64006, -0.73243, -2.41365], [0.23973, -1.13176, -3.89866], [-2.81199, 3.91918, 2.34059]],
  "lowdin_spin": [0.001, 0.000, 0.004, 0.000, 0.005, 0.000, 0.003, 0.018, 0.001, 0.013, 0.000, 0.044, 0.038, 0.000, 0.003, 0.000, 0.000, 0.000, 0.022, -0.002, 2.720, 0.000, 0.000, 0.238, 0.000, 0.000, 0.000, 0.018, 0.005, 0.000, 0.001, 0.000, 0.000, 0.000, 0.003, 0.000, 0.000, 0.137, 0.001, 0.008, 0.006, 0.001, 0.071, 0.193, 0.014, 0.000, 0.004, 0.000, 0.019, 0.670, 0.002, 0.022, 0.021, 0.003, 0.000, 0.030, 0.011, 0.000, 0.005, 0.000, 0.001, 0.006, 0.009, 0.001, 0.001, 0.001, 0.001, 0.000, 0.007, 0.000, 0.001, 0.042, 0.002, 0.004, 0.000, 0.043, 0.000, 0.000, 0.032, 0.009, 0.000, 0.000, 0.485],
  "lumo_energy_ev": [-2.23, -6.06],
  "orbital_gap_ev": [6.739, 5.768],
  "homo_ha": [-0.32971, -0.43475],
  "total_energy_ev": -53235.129,
  "multiplicity": 6,
  "relative_energy_kcal_mol": 0.0,
  "s2": 8.769,
  "charge": 1
}

---

{
  "formula": "C28H46BrKN9O6",
  "method": "ωB97M-V/def2-TZVPD",
  "species": ["H", "H", "H", "H", "H", "C", "O", "C", "H", "H", "H", "C", "C", "N", "H", "C", "O", "H", "K", "H", "C", "N", "C", "H", "H", "H", "H", "C", "N", "C", "H", "H", "C", "H", "O", "H", "Br", "C", "H", "C", "C", "H", "H", "C", "H", "C", "N", "C", "O", "C", "C", "H", "H", "O", "H", "N", "C", "C", "H", "N", "C", "H", "H", "H", "H", "H", "C", "H", "H", "H", "H", "C", "H", "N", "H", "N", "C", "H", "C", "H", "H", "H", "H", "C", "H", "H", "C", "C", "O", "N", "H"],
  "positions_angstrom": [[2.51175, -0.16329, 4.95298], [2.70693, 1.92077, 2.44143], [1.88321, 3.59780, -2.47319], [-2.12615, 2.71289, 0.87225], [2.85001, -4.42984, -0.29776], [1.90489, 2.08136, -0.94462], [-0.96114, -3.39218, 1.26697], [1.56372, 2.56162, -2.36157], [2.09777, 1.98136, -3.11587], [2.92960, -0.98938, -0.50741], [3.62508, 0.92652, -1.64432], [-2.16174, 1.25463, 2.37369], [0.92670, -1.84457, 3.55132], [1.05664, 0.87721, -0.60586], [0.19114, -0.60114, -1.78402], [3.02285, -0.65346, 4.12469], [-1.35583, 0.38202, 2.80155], [3.51592, -1.11624, 1.39323], [-1.93898, -1.17960, 0.97439], [-3.52841, 1.26844, -4.14439], [-3.59423, 1.18758, -2.02095], [1.30154, -2.17697, 0.03777], [-4.17715, 1.29047, -3.27881], [-1.28556, -1.52680, -4.53897], [-0.11178, 4.65381, -1.16635], [2.36113, 2.98336, 0.95214], [1.07410, -3.89740, -1.20196], [0.61329, 2.50258, 2.78406], [-2.66654, -2.96059, -2.09644], [-6.33252, 1.45029, -2.27583], [2.00187, 1.49308, 3.97260], [1.54293, -3.43594, 1.63340], [1.79322, 1.52562, 2.89923], [2.16044, 4.10092, -0.35957], [-3.39431, 1.12651, 2.30082], [-6.40181, 1.41934, -0.13231], [-8.22059, 1.62794, -2.45380], [-0.62030, 3.96188, -0.49185], [-3.96620, 1.20364, 0.10341], [3.37527, 1.66456, -0.88155], [2.03121, -1.40814, -0.95996], [-6.00849, 1.47920, -4.39624], [3.78071, -4.27112, 1.18380], [-4.39822, 1.23468, -0.88989], [1.25106, 0.57348, 0.37846], [2.89005, -1.81389, 1.96262], [-2.12943, -3.92451, -2.78757], [3.27090, -3.70781, 0.40064], [-0.79332, -5.11781, -0.16150], [2.06189, -0.99729, 2.97705], [-2.09059, 1.05797, -1.90942], [3.44953, -1.57899, 4.51269], [0.49904, 2.48311, -2.57970], [-1.63489, 0.62392, -0.80508], [0.37692, -1.27336, 4.30090], [-1.48855, -3.53603, -3.86750], [-5.54997, 1.41202, -3.41906], [0.33753, 3.58171, 0.63198], [3.59342, -2.42499, 2.53763], [-2.36997, -1.84739, -2.73572], [2.19525, -2.80613, 1.02635], [-1.86198, 3.39323, 2.47517], [0.45013, 0.14671, 2.40291], [-1.78279, -5.31895, -1.47913], [0.98672, 3.51241, 3.02911], [-1.50389, 4.46896, -0.10790], [1.72520, 3.20823, 0.09897], [-0.08392, 2.22039, 3.56964], [0.50519, 4.50547, 1.22143], [3.84742, -0.01494, 3.79692], [-0.94858, 3.10664, -1.07811], [-1.66719, -2.21827, -3.80831], [0.02304, 1.08964, -0.62454], [1.46992, 0.21597, 2.33448], [3.62583, 1.26020, 0.10226], [-0.14637, 2.53057, 1.53254], [1.20414, -0.28075, -1.54335], [-0.14851, -2.65788, -1.37585], [-1.58414, 2.56550, 1.80029], [3.99692, 2.54415, -1.05683], [4.02842, -3.12049, -0.12622], [-1.68285, -5.76127, -3.07301], [1.64904, 0.07936, -2.46696], [0.46948, -3.17650, -0.63579], [0.22566, -2.15397, 2.77553], [2.37322, -2.04400, -1.79331], [-0.50870, -3.97391, 0.26043], [-5.77572, 1.37202, -1.01268], [-1.39868, 1.37604, -2.89080], [-2.25214, -5.25231, -2.40550], [1.32425, -2.74969, 4.01958]],
  "lowdin_charge": [0.077, 0.090, 0.088, 0.095, 0.072, -0.464, -0.151, -0.026, 0.081, 0.096, 0.083, -0.720, -0.022, 0.114, 0.102, -0.065, -0.165, 0.110, 0.863, 0.112, -0.128, -0.092, -0.025, 0.101, 0.087, 0.086, 0.113, -0.160, 0.081, -0.693, 0.099, 0.132, -0.204, 0.123, -0.036, 0.102, 0.681, -0.034, 0.089, -0.029, -0.180, 0.092, 0.079, 0.001, 0.133, -0.109, -0.289, -0.045, -0.060, -0.517, -0.648, 0.081, 0.063, -0.169, 0.093, 0.108, -0.132, -0.342, 0.112, 0.046, -0.342, 0.134, 0.064, 0.037, 0.122, 0.083, -0.093, 0.117, 0.135, 0.085, 0.058, -0.225, 0.110, 0.014, 0.082, -0.109, -0.098, 0.093, -0.100, 0.095, 0.076, 0.084, 0.115, -0.114, 0.055, 0.131, -0.675, -0.113, -0.018, 0.122, 0.096],
  "lumo_energy_ev": 2.19,
  "orbital_gap_ev": 8.082,
  "homo_ha": -0.21648,
  "total_energy_ev": -141850.534,
  "relative_energy_kcal_mol": 0.0,
  "charge": -1
}